Here is a molecular structure, C38H39N6O3RuS in a non-equilibrium geometry from the Open Molecules 2025 dataset. Energies are from ωB97M-V/def2-TZVPD.

Each line ends with the Löwdin spin population.
Atoms and positions in Å:
Ru (-0.25, 0.00, -0.02)  0.8478
C (1.38, 0.50, 1.91)  0.0331
C (0.13, 1.00, 2.31)  -0.0102
C (-0.72, -0.09, 2.56)  0.0885
C (-0.01, -1.27, 2.28)  0.0086
C (1.30, -0.90, 1.90)  0.0258
H (2.27, 1.09, 1.76)  0.0014
H (-0.10, 2.03, 2.54)  -0.0014
H (-1.69, -0.02, 3.04)  0.0053
H (-0.36, -2.28, 2.46)  -0.0005
H (2.12, -1.59, 1.77)  0.0009
C (-1.44, 0.60, -5.38)  0.0000
C (-1.09, 2.04, -5.70)  0.0000
C (-0.75, 2.41, -7.00)  0.0000
C (-0.51, 3.74, -7.33)  0.0000
C (-0.61, 4.72, -6.36)  0.0000
C (-0.92, 4.37, -5.06)  0.0000
C (-1.14, 3.04, -4.72)  0.0001
N (-1.44, 2.71, -3.37)  0.0005
C (-0.65, 1.94, -2.54)  0.0002
N (0.48, 1.52, -3.09)  0.0000
C (1.57, 0.84, -2.53)  -0.0029
C (1.56, 0.32, -1.24)  -0.0339
C (2.74, -0.27, -0.80)  -0.0026
C (3.86, -0.39, -1.62)  -0.0018
C (3.82, 0.11, -2.90)  0.0023
C (2.69, 0.75, -3.37)  -0.0018
C (2.68, 1.33, -4.76)  -0.0006
N (-0.99, 1.70, -1.31)  -0.0041
C (-2.23, 2.24, -0.85)  0.0005
C (-3.45, 1.80, -1.38)  -0.0003
C (-4.65, 2.29, -0.90)  0.0000
C (-4.65, 3.24, 0.12)  -0.0006
C (-3.45, 3.70, 0.62)  0.0000
C (-2.23, 3.22, 0.15)  -0.0006
C (-0.93, 3.77, 0.68)  -0.0003
H (-1.71, 0.07, -6.30)  0.0000
H (-2.29, 0.56, -4.70)  0.0000
H (-0.62, 0.06, -4.91)  0.0000
H (-0.71, 1.65, -7.77)  0.0000
H (-0.25, 4.00, -8.35)  0.0000
H (-0.45, 5.76, -6.61)  0.0000
H (-1.00, 5.13, -4.29)  0.0000
H (-2.09, 3.31, -2.89)  0.0000
H (0.65, 1.86, -4.02)  0.0000
H (2.82, -0.64, 0.20)  -0.0008
H (4.75, -0.88, -1.24)  -0.0002
H (4.68, 0.01, -3.55)  0.0001
H (3.64, 1.15, -5.24)  -0.0001
H (2.53, 2.42, -4.74)  -0.0001
H (1.91, 0.88, -5.39)  -0.0001
H (-3.45, 1.05, -2.17)  0.0000
H (-5.58, 1.92, -1.31)  0.0000
H (-5.59, 3.63, 0.50)  0.0000
H (-3.45, 4.46, 1.40)  0.0000
H (-1.01, 4.02, 1.74)  0.0000
H (-0.66, 4.68, 0.14)  0.0000
H (-0.12, 3.05, 0.54)  -0.0002
N (-2.88, -0.47, 0.46)  0.0398
C (-3.46, -1.66, -0.09)  0.0005
C (-2.79, -2.87, 0.06)  0.0023
C (-3.24, -3.99, -0.62)  -0.0005
C (-4.35, -3.90, -1.43)  0.0031
C (-5.07, -2.72, -1.53)  -0.0003
C (-4.62, -1.60, -0.85)  0.0030
S (-4.83, -5.31, -2.45)  0.0000
O (-3.88, -6.35, -2.09)  0.0000
O (-4.63, -4.79, -3.81)  0.0003
O (-6.21, -5.56, -2.09)  0.0003
H (-2.55, -0.63, 1.40)  0.0006
H (-3.49, 0.33, 0.43)  0.0006
H (-1.89, -2.91, 0.66)  -0.0001
H (-2.71, -4.94, -0.55)  -0.0001
H (-5.96, -2.69, -2.15)  -0.0001
H (-5.16, -0.66, -0.92)  0.0001
N (1.05, -2.98, -0.73)  0.0010
C (0.04, -2.79, -1.63)  -0.0004
C (-0.34, -3.81, -2.52)  -0.0006
C (-1.42, -3.61, -3.35)  0.0005
C (-2.09, -2.38, -3.33)  -0.0002
C (-1.66, -1.44, -2.43)  0.0016
N (-0.63, -1.63, -1.58)  -0.0036
H (1.70, -3.73, -0.90)  0.0001
H (1.39, -2.16, -0.27)  -0.0003
H (0.20, -4.74, -2.51)  -0.0001
H (-1.76, -4.40, -4.01)  0.0000
H (-2.94, -2.21, -3.97)  0.0000
H (-2.16, -0.49, -2.34)  0.0005

Calculated values
ΔE to the lowest compared entry with this formula, charge and spin in kcal/mol: 0.0
Spin multiplicity: 2
Electronic energy in eV: -68538.8821
⟨S²⟩: 0.763
Net charge: 0
F_max in eV/Å: 1.80

Here is a molecular structure, C38H40CrN5OP in a non-equilibrium geometry from the Open Molecules 2025 dataset. Energies are from ωB97M-V/def2-TZVPD.

Each line ends with the Löwdin spin population.
Atoms and positions in Å:
Cr (0.01, 0.16, 0.13)  3.7604
C (1.29, -1.38, -2.29)  0.0047
C (1.66, -0.16, -3.14)  0.0007
C (0.66, 0.97, -3.19)  0.0041
C (0.51, 1.70, -4.36)  0.0013
C (-0.36, 2.77, -4.39)  0.0007
C (-1.07, 3.09, -3.24)  0.0009
C (-0.86, 2.32, -2.12)  0.0075
N (-0.02, 1.27, -2.08)  0.0409
N (1.44, -1.22, -0.83)  0.0037
C (1.18, -2.51, -0.16)  0.0089
C (1.17, -2.35, 1.35)  0.0122
C (1.15, -3.44, 2.20)  0.0006
C (1.20, -3.23, 3.57)  0.0061
C (1.28, -1.92, 4.04)  0.0011
C (1.28, -0.89, 3.12)  0.0103
N (1.20, -1.09, 1.80)  0.0404
C (2.81, -0.76, -0.50)  0.0030
C (2.86, 0.73, -0.28)  0.0080
C (4.02, 1.45, -0.51)  -0.0011
C (4.04, 2.82, -0.27)  0.0082
C (2.88, 3.42, 0.18)  -0.0007
C (1.76, 2.64, 0.38)  0.0104
N (1.73, 1.32, 0.16)  0.0006
H (1.93, -2.21, -2.62)  0.0006
H (0.26, -1.65, -2.50)  0.0008
H (1.81, -0.52, -4.16)  0.0000
H (2.62, 0.26, -2.82)  0.0001
H (1.09, 1.44, -5.24)  0.0002
H (-0.49, 3.35, -5.29)  0.0000
H (-1.77, 3.91, -3.22)  0.0001
H (-1.39, 2.53, -1.19)  0.0025
H (1.92, -3.26, -0.45)  0.0006
H (0.20, -2.88, -0.49)  0.0010
H (1.14, -4.45, 1.80)  0.0000
H (1.21, -4.06, 4.26)  0.0003
H (1.36, -1.71, 5.09)  0.0001
H (1.39, 0.14, 3.43)  0.0006
H (3.52, -1.05, -1.28)  0.0000
H (3.15, -1.22, 0.42)  0.0005
H (4.91, 0.94, -0.86)  -0.0002
H (4.94, 3.39, -0.44)  0.0004
H (2.84, 4.48, 0.38)  -0.0002
H (0.84, 3.09, 0.73)  0.0010
N (-1.32, 1.38, 1.45)  0.0140
C (-2.76, 1.24, 1.31)  0.0042
C (-3.60, 2.10, 1.99)  0.0001
C (-4.97, 1.93, 1.94)  0.0003
C (-5.51, 0.89, 1.19)  0.0004
C (-4.67, 0.03, 0.50)  0.0005
C (-3.28, 0.19, 0.55)  0.0048
P (-2.13, -0.94, -0.31)  0.0185
C (-2.86, -2.62, -0.08)  -0.0005
C (-2.27, -3.55, 0.77)  -0.0004
C (-2.85, -4.80, 0.96)  0.0002
C (-4.02, -5.13, 0.30)  -0.0005
C (-4.60, -4.22, -0.57)  0.0000
C (-4.02, -2.98, -0.77)  -0.0010
C (-2.57, -0.72, -2.08)  0.0030
C (-2.17, -1.72, -2.97)  -0.0002
C (-2.45, -1.60, -4.33)  0.0004
C (-3.15, -0.50, -4.79)  -0.0004
C (-3.57, 0.48, -3.91)  0.0002
C (-3.27, 0.38, -2.56)  -0.0002
H (-1.12, 2.35, 1.70)  0.0024
H (-1.05, 0.81, 2.26)  0.0052
H (-3.19, 2.90, 2.59)  0.0000
H (-5.62, 2.59, 2.49)  0.0000
H (-6.58, 0.74, 1.14)  0.0000
H (-5.10, -0.78, -0.07)  0.0000
H (-1.34, -3.33, 1.27)  0.0000
H (-2.39, -5.51, 1.63)  0.0000
H (-4.48, -6.10, 0.45)  0.0000
H (-5.51, -4.48, -1.10)  0.0000
H (-4.46, -2.30, -1.49)  0.0000
H (-1.69, -2.61, -2.61)  0.0000
H (-2.14, -2.38, -5.01)  0.0000
H (-3.40, -0.42, -5.85)  0.0000
H (-4.16, 1.32, -4.27)  0.0000
H (-3.60, 1.15, -1.87)  0.0000
C (-2.89, -1.37, 3.47)  0.0006
O (-1.70, -1.20, 2.68)  0.0066
H (-3.69, -1.79, 2.86)  0.0000
H (-3.19, -0.39, 3.83)  0.0000
H (-2.70, -2.02, 4.32)  0.0002
H (-1.22, -2.03, 2.71)  0.0002

Calculated values
Spin multiplicity: 5
Electronic energy in eV: -87253.5586
⟨S²⟩: 6.016
Net charge: +2
F_max in eV/Å: 1.46

The highest ⟨S²⟩ belongs to which entry?
C38H40CrN5OP

Among the records above, which one has the lowest electronic energy?
C38H40CrN5OP

Look up the F_max of the first one.
1.80 eV/Å

Which value of F_max does entry 1 give?
1.80 eV/Å